Here is 14 unconnected molecules or ions with the total composition C5H34NO14 at a distorted geometry from the OMol25 dataset. Energies are from ωB97M-V/def2-TZVPD.

Computed properties:
Energy above the lowest of the compared OMol25 structures with the same formula, charge and spin: 142.5 kcal per mole
Highest occupied orbital energy: -5.76 eV
Frontier orbital gap: 7.87 eV

Geometry as ORCA input:
```
! RIJCOSX wB97M-V def2-TZVPD def2/J DEFGRID3
* xyz -1 1
O -2.43186 -3.28363 2.41266
O 0.84360 -3.39851 -2.84889
H -1.03596 0.05538 3.94661
H -3.75243 -0.08321 -3.11448
H -2.44902 0.90520 2.74093
H 3.13443 -2.34422 -2.70833
H 0.78262 -2.92045 1.55810
H -2.92573 1.09787 -2.82240
H 0.93849 3.10703 -2.20214
H -0.83587 -0.22045 -0.40845
C 2.31770 -1.47505 -0.92485
H -1.73976 2.00313 -1.69169
H 3.94369 0.67516 -1.40178
H -1.97301 3.14657 -0.82075
O -4.03459 1.95002 -0.30298
H -2.78641 -2.69643 1.74307
O -0.37724 3.36902 0.94594
H 4.27632 0.30426 0.08558
H 3.34944 -1.47387 -0.48509
H 2.19825 -0.04356 3.11961
O -0.04583 -1.48989 1.43028
H -3.26645 1.62389 0.19009
C 1.00654 -2.22747 -3.04454
O -3.34971 0.56792 2.72269
H 3.76829 2.00844 -0.08077
H 1.89989 -1.56405 3.43862
O 1.43277 1.74639 0.22649
H -1.93157 -2.72414 3.03309
H -4.60465 1.18338 -0.17874
H -3.87023 0.86026 1.96385
C 2.30529 -1.65737 -2.44810
H 0.37120 -1.42772 -3.53736
O -3.23453 0.59045 -3.58209
H 2.50677 3.26514 -1.81976
H 0.88365 -1.15674 1.02144
N 1.48872 -0.38973 -0.45737
O -1.40887 2.89606 -1.56053
H -1.17829 2.90430 1.17812
H -2.02642 -1.59530 -2.65869
H -0.49999 -1.47773 0.58647
H 1.92204 -2.38288 -0.34809
O -0.33745 0.72163 4.02669
C 3.60469 0.94396 -0.38962
C 2.09733 0.78687 -0.16877
H -0.43294 1.02452 -1.18875
H 2.64357 -0.66009 -2.90932
O 1.89937 -0.66084 3.79612
H 0.36834 2.75269 1.01629
H 0.52536 0.29223 3.86479
O -1.16914 0.41351 -1.03865
O 1.74583 3.61672 -2.27633
H -2.39244 -0.98680 -2.96007
O 1.13632 -3.81734 1.79689
H 0.36863 -4.24026 2.19242
*
```

---

Here is 14 unconnected molecules or ions with the total composition C5H34NO15 at a distorted geometry from the OMol25 dataset. Energies are from ωB97M-V/def2-TZVPD.

Computed properties:
Energy above the lowest of the compared OMol25 structures with the same formula, charge and spin: 50.6 kcal per mole
Highest occupied orbital energy: -5.25 eV
Frontier orbital gap: 7.81 eV

Geometry as ORCA input:
```
! RIJCOSX wB97M-V def2-TZVPD def2/J DEFGRID3
* xyz -1 1
H -2.28997 0.47906 1.02102
H -0.75890 1.20393 -0.56124
H -0.54887 3.87164 1.64375
H -3.94163 0.14672 0.55334
H 1.12891 -4.21728 0.53187
H 1.06961 2.44270 2.66343
O -0.36223 3.46821 2.51391
H -0.24703 -2.20491 1.81313
O 0.29737 4.64984 -0.04821
O -3.07089 3.00635 -0.66809
O -2.65030 -1.78844 -0.85541
H 3.97446 1.79594 0.30333
O 3.67017 2.71938 0.48850
H -2.37227 -0.83806 -0.79630
O 1.32787 -3.89075 -0.35195
H 0.64815 -3.16982 2.65344
C -0.65836 1.19849 -3.19297
O 1.23236 -0.60626 1.25355
O 2.67391 -2.68612 -2.51075
N 0.01574 -1.02676 -2.95644
H -3.29589 2.24691 -0.10724
H -1.23115 1.01238 -4.07390
H 1.93783 1.11255 -1.65601
O -1.00603 -0.21922 1.40982
H -0.73644 2.13539 -2.64789
H 3.57411 0.61466 1.90282
H -1.05862 2.79557 2.51621
O -3.05797 -2.48838 2.10697
H -2.22705 -2.58644 2.58369
C 0.14713 0.30389 -2.58235
H 0.53614 -3.35045 -0.48452
H 0.48094 -1.74829 -2.46280
H 2.22061 -3.35847 -1.97209
H 1.29552 -0.36514 -0.95030
O 4.04935 0.16807 1.17448
H -3.53571 -1.77224 -1.22783
H 1.11026 4.09729 -0.21118
H -2.14660 3.23178 -0.64575
H 0.03966 4.77878 -0.97408
H -1.36727 -3.96824 0.57674
C 0.29436 1.11227 -0.15554
C 0.18757 -0.02056 1.00110
O 1.76977 1.79684 2.88386
O -1.31610 -4.04502 -0.37692
C 1.01929 0.56495 -1.42296
H 1.43584 0.89354 2.86537
H -1.85356 -3.46626 -0.93967
O -3.10159 0.55682 0.34696
H 0.52252 2.03747 0.35838
H 3.29024 -2.27119 -1.90128
H 3.09437 2.59741 1.26835
H 3.32174 -0.32413 0.78481
O -0.21048 -3.07930 2.23291
H -2.99509 -2.36895 1.15590
H -0.32581 -1.17815 -3.87393
*
```

---

Here is 13 unconnected molecules or ions with the total composition C5H34O15 at a distorted geometry from the OMol25 dataset. Energies are from ωB97M-V/def2-TZVPD.

Computed properties:
Energy above the lowest of the compared OMol25 structures with the same formula, charge and spin: 61.2 kcal per mole
Highest occupied orbital energy: -10.59 eV
Frontier orbital gap: 10.27 eV

Geometry as ORCA input:
```
! RIJCOSX wB97M-V def2-TZVPD def2/J DEFGRID3
* xyz 0 1
H -0.18110 -3.52248 -3.25480
O -1.81766 1.92855 0.09759
H -2.92430 1.18793 -1.23325
H 3.40025 -2.59821 -1.60209
H -2.20744 1.41478 1.75443
H -0.19623 3.43681 2.60585
O 0.36776 3.11794 1.90954
O 3.09079 0.88114 2.32988
H -1.52916 1.97142 -1.89713
H 3.84031 0.69790 1.76309
H 2.97901 0.10936 2.94211
C -0.79111 0.19157 -1.26831
H 0.37674 -2.54498 1.01574
O -0.98109 -3.24216 0.08290
O 1.80471 -0.88322 4.08903
H -0.98407 -3.04685 -0.85614
C 0.59166 0.76897 -1.40217
H 1.76272 -1.67715 3.55691
H 0.33524 1.90075 -3.26272
C 0.97978 1.08104 -2.86852
H 1.12590 4.29209 -0.33690
H -3.18866 -0.61384 2.36712
H 1.97166 1.43749 -2.78988
H -0.90017 -0.56933 -0.48250
H 0.57790 -2.29040 -2.63927
H -3.56509 -1.43441 -0.93272
H 1.14827 2.69257 2.19789
H -0.89373 2.32921 0.22853
O -2.71507 1.14424 2.52344
H -1.96822 -1.09962 1.59031
H -3.26378 1.81334 2.88826
O 1.58109 3.68222 -0.93303
H -3.41142 -0.09385 -1.62703
C 0.94932 -0.17323 -3.74889
H 2.52892 -2.48158 -0.28442
H -1.07132 -0.51237 -2.25709
C -1.83962 1.25676 -1.13064
H -0.39162 1.35160 3.39486
O -2.72106 -1.45639 2.02992
O 1.28804 -2.20235 1.06590
H 1.95339 3.00580 -0.39663
H -0.82822 -0.13220 3.64448
H 1.11930 -0.33486 3.66685
H 1.33332 -1.33503 1.44715
O 2.97532 -1.98375 -1.00386
O -3.82497 -0.97797 -1.72340
H 2.01191 -1.07792 -2.36257
O -0.03117 -3.00934 -2.45277
O 0.37843 -0.26187 -4.77943
H 0.82892 1.65222 -0.74381
O -0.26494 0.46116 3.05086
O 1.75211 -1.17367 -3.27754
H 1.31670 -0.07687 -1.06057
H -1.87826 -3.00095 0.36542
*
```

---

Here is 11 unconnected molecules or ions with the total composition C5H35N2O10 at a distorted geometry from the OMol25 dataset. Energies are from ωB97M-V/def2-TZVPD.

Computed properties:
Energy above the lowest of the compared OMol25 structures with the same formula, charge and spin: 104.2 kcal per mole
Highest occupied orbital energy: -12.32 eV
Frontier orbital gap: 9.65 eV

Geometry as ORCA input:
```
! RIJCOSX wB97M-V def2-TZVPD def2/J DEFGRID3
* xyz 1 1
O 2.50261 2.40737 2.66370
O -2.27132 3.45110 0.27661
H -2.72776 1.29230 0.95921
H 2.01670 -2.21678 1.24232
H 1.56426 3.82783 0.16893
O 1.39340 0.69646 -3.84113
H 3.26817 -0.97802 3.92236
O 2.47307 -1.11520 3.38439
H 0.37633 -1.25888 -2.30484
H -0.93331 -0.49640 2.04218
H 0.77143 -0.22946 2.35646
H 1.78756 0.08770 -0.97170
C 1.42253 -2.34644 0.33434
C 0.90028 0.58377 -0.54448
H 1.39382 0.89557 0.38053
O -2.91559 -1.32372 2.81209
H 2.89982 2.28138 1.81170
H -2.86703 -3.69244 -0.99256
O 1.09386 4.63610 0.44609
H 1.14189 -3.36861 0.12027
H -1.05284 -0.62914 -2.48568
H 2.41266 3.34447 2.84468
C -0.17248 -0.46866 -0.39520
H 1.38857 1.57026 -4.21733
O -3.30550 1.40105 1.68942
H -0.34961 2.00480 -1.07461
O 3.54996 -0.64359 -2.83274
H 0.27747 4.17770 0.19440
H 0.01300 -1.70906 2.89981
H -0.89647 -2.01119 -1.55224
H -2.80776 -0.54868 3.34816
H -1.14940 -0.02717 -0.20749
H -0.69687 -2.18453 0.61413
H 2.31450 0.42220 -3.67432
H -1.49949 -3.87532 -0.18462
H -3.71935 -1.83353 2.80404
O -2.00257 -3.33087 -0.79510
N -0.47356 -1.09636 -1.79065
H 1.89892 -1.22547 4.15800
C 0.15422 -1.50902 0.65973
H 3.29758 -1.19595 -3.58120
H 4.47780 -0.43876 -2.99223
H -2.94111 -1.88768 -2.91067
C 0.04618 -0.98028 2.09760
H 2.13848 -1.98768 -0.40746
H -4.02210 -1.06028 -2.76427
N 0.58074 1.72995 -1.36887
H -3.20024 3.64494 0.37084
O -3.06579 -0.93977 -2.89246
H -3.11552 2.22808 2.12643
H -1.92914 4.34212 0.43325
H 0.55901 1.58378 -2.37978
*
```

---

Here is 12 unconnected molecules or ions with the total composition C5H35NO12S at a distorted geometry from the OMol25 dataset. Energies are from ωB97M-V/def2-TZVPD.

Computed properties:
SMILES string: CCN[C@H](CO)CS.O.O.O.O.O.O.O.O.O.O.O
Energy above the lowest of the compared OMol25 structures with the same formula, charge and spin: 86.6 kcal per mole
Highest occupied orbital energy: -8.01 eV
Frontier orbital gap: 7.79 eV

Geometry as ORCA input:
```
! RIJCOSX wB97M-V def2-TZVPD def2/J DEFGRID3
* xyz 0 1
H -1.32911 1.33097 2.46209
H -2.43323 -2.57110 2.33310
H -1.77879 3.91743 -2.28146
H 0.72902 -3.54522 1.42950
H 1.32892 -1.52248 2.69581
H 1.71670 1.02146 -0.25306
H -0.41499 -0.97909 -2.15266
H 1.53186 0.13573 -3.73905
H -1.65822 -3.32423 -0.17427
O -1.43317 3.78892 0.01287
H 1.85175 1.52844 -2.68516
H -2.35241 -0.07459 -1.65481
C 2.09796 -0.01071 -0.30996
H -2.35999 1.58438 -0.97737
H -2.51766 1.39233 -2.74187
O -1.92729 4.02810 -3.21978
O -3.44069 1.26276 0.85718
H -1.22149 3.57118 -3.69137
O 1.02353 2.11660 1.19944
H -0.12840 1.63810 -2.82061
H 3.33551 -3.13763 -0.19574
H -3.82009 2.00349 0.39628
O 3.54041 -2.96080 0.71934
C -2.08986 0.95760 -1.85933
H -0.73733 3.36648 0.51151
S 3.75473 -0.04739 -3.28638
H 2.76269 -3.09672 1.25839
O -1.02826 -3.16014 3.27023
H -1.55351 -1.87155 -0.17356
H -3.58706 -1.69942 1.66478
H 0.39419 -0.58981 3.49332
H -0.90434 -4.10265 3.30193
H 4.40428 0.39632 -2.24843
H -1.95157 4.39119 0.54633
C -0.50267 1.16407 -1.92290
C 2.02470 0.41555 -2.82524
H 3.95015 -0.59513 -0.29965
H -0.75472 1.90134 3.74476
O 0.90722 -1.40592 3.54584
N 0.02504 -0.19185 -1.70122
H -0.29484 1.79332 -1.04377
C 1.47118 -0.43991 -1.70183
H 0.70865 2.43413 2.04502
H 1.96653 2.36083 1.31112
O 1.00881 -2.89005 0.78153
H -0.23703 -2.63706 3.52133
O -2.71943 -2.08133 1.53784
O 3.46119 0.23046 -0.31608
H 1.75535 -0.70949 0.50900
H 0.38968 -2.92571 0.03893
H 1.64836 -1.52786 -1.82716
O -1.24877 -2.61408 -0.70573
O -0.66938 1.15711 3.14821
H -2.69416 0.82362 0.47277
*
```

---

Here is 12 unconnected molecules or ions with the total composition C5H36N2O11 at a distorted geometry from the OMol25 dataset. Energies are from ωB97M-V/def2-TZVPD.

Computed properties:
SMILES string: CN[C@@H](C)CCN.O.O.O.O.O.O.O.O.O.O.O
Energy above the lowest of the compared OMol25 structures with the same formula, charge and spin: 74.2 kcal per mole
Highest occupied orbital energy: -8.10 eV
Frontier orbital gap: 8.18 eV

Geometry as ORCA input:
```
! RIJCOSX wB97M-V def2-TZVPD def2/J DEFGRID3
* xyz 0 1
O 1.67950 -2.33057 3.51988
H -2.82009 0.77743 -2.05026
H -4.79552 -0.55480 -0.36836
C -2.30815 0.51931 -1.12250
H -4.14607 1.61712 2.42162
H 0.72331 -0.47821 1.66062
H 3.48508 -0.47045 -1.37148
H 2.66015 1.99182 -1.25837
H 2.56648 1.57726 0.78216
H -4.82293 -2.14891 0.24179
N 0.59271 -0.75033 -2.44229
C -2.37289 -0.99369 -0.90506
H 2.00351 -1.49446 3.17271
H -0.23552 -3.47044 1.91597
H -2.43498 -0.69277 1.06017
O 3.36918 1.25541 0.35641
H 0.19782 0.11381 -2.76306
C -0.98430 -1.65616 -0.81468
O 2.48717 2.77628 -1.81112
H 4.09621 1.87762 0.44689
H 0.72938 -2.21779 3.49491
H 3.17701 -0.99172 0.45612
H 1.79473 1.31312 -4.50634
O 1.18521 1.55014 -3.80908
H 0.46956 2.34835 3.20207
H -1.26204 0.81965 -1.15557
O 0.13858 3.82358 -0.58323
O -1.08889 -3.04687 1.96884
O 2.29609 -1.06102 0.83383
H 0.17900 -2.69284 -2.43645
N -2.95852 -1.30228 0.44238
H -2.80995 1.13661 -0.36662
H 2.05335 -1.91468 0.45077
C -0.42783 -1.79845 -2.25146
H -2.96352 -1.62222 -1.57465
H 3.03822 -1.25904 -2.50214
O 3.43328 -1.40641 -1.62594
H -1.20954 -1.82489 -3.00444
H -1.95375 -3.37013 1.71910
H -0.57357 -1.10909 2.54127
H -0.26436 -1.15498 -0.17668
H 1.30181 -0.65404 -1.74192
H 1.46364 2.33975 -3.31694
H 1.87083 3.24625 -1.22675
H -4.77384 -0.76567 1.41658
H 0.38096 1.52006 1.86972
H 0.27160 4.23909 0.27549
H -1.11000 -2.55540 -0.22579
O 0.08295 -0.42386 2.38499
O 0.78046 2.28845 2.29900
H -0.26786 4.48392 -1.15222
O -3.62697 2.20627 1.86697
H -2.77358 2.27535 2.30653
C -4.42094 -1.15727 0.46840
*
```

---

Please write out number 3 again, unchanged.
Here is 13 unconnected molecules or ions with the total composition C5H34O15 at a distorted geometry from the OMol25 dataset. Energies are from ωB97M-V/def2-TZVPD.

Computed properties:
Energy above the lowest of the compared OMol25 structures with the same formula, charge and spin: 61.2 kcal per mole
Highest occupied orbital energy: -10.59 eV
Frontier orbital gap: 10.27 eV

Geometry as ORCA input:
```
! RIJCOSX wB97M-V def2-TZVPD def2/J DEFGRID3
* xyz 0 1
H -0.18110 -3.52248 -3.25480
O -1.81766 1.92855 0.09759
H -2.92430 1.18793 -1.23325
H 3.40025 -2.59821 -1.60209
H -2.20744 1.41478 1.75443
H -0.19623 3.43681 2.60585
O 0.36776 3.11794 1.90954
O 3.09079 0.88114 2.32988
H -1.52916 1.97142 -1.89713
H 3.84031 0.69790 1.76309
H 2.97901 0.10936 2.94211
C -0.79111 0.19157 -1.26831
H 0.37674 -2.54498 1.01574
O -0.98109 -3.24216 0.08290
O 1.80471 -0.88322 4.08903
H -0.98407 -3.04685 -0.85614
C 0.59166 0.76897 -1.40217
H 1.76272 -1.67715 3.55691
H 0.33524 1.90075 -3.26272
C 0.97978 1.08104 -2.86852
H 1.12590 4.29209 -0.33690
H -3.18866 -0.61384 2.36712
H 1.97166 1.43749 -2.78988
H -0.90017 -0.56933 -0.48250
H 0.57790 -2.29040 -2.63927
H -3.56509 -1.43441 -0.93272
H 1.14827 2.69257 2.19789
H -0.89373 2.32921 0.22853
O -2.71507 1.14424 2.52344
H -1.96822 -1.09962 1.59031
H -3.26378 1.81334 2.88826
O 1.58109 3.68222 -0.93303
H -3.41142 -0.09385 -1.62703
C 0.94932 -0.17323 -3.74889
H 2.52892 -2.48158 -0.28442
H -1.07132 -0.51237 -2.25709
C -1.83962 1.25676 -1.13064
H -0.39162 1.35160 3.39486
O -2.72106 -1.45639 2.02992
O 1.28804 -2.20235 1.06590
H 1.95339 3.00580 -0.39663
H -0.82822 -0.13220 3.64448
H 1.11930 -0.33486 3.66685
H 1.33332 -1.33503 1.44715
O 2.97532 -1.98375 -1.00386
O -3.82497 -0.97797 -1.72340
H 2.01191 -1.07792 -2.36257
O -0.03117 -3.00934 -2.45277
O 0.37843 -0.26187 -4.77943
H 0.82892 1.65222 -0.74381
O -0.26494 0.46116 3.05086
O 1.75211 -1.17367 -3.27754
H 1.31670 -0.07687 -1.06057
H -1.87826 -3.00095 0.36542
*
```